Below is a structure of composition C5H7NO, with properties calculated with wB97M-V/def2-TZVPD.

Last column: Löwdin charge in e.
Geometry (Å):
C 2.42840 -0.17221 0.02009  -0.013
C 0.94301 0.00026 -0.07041  -0.335
C -0.08984 -0.89520 -0.41301  -0.028
C -1.26467 -0.07876 -0.01153  -0.433
N -2.55613 -0.60077 -0.06797  0.088
C -0.86128 1.18861 0.30830  -0.072
O 0.50338 1.20653 0.31920  0.034
H 2.94176 0.49485 -0.67925  0.086
H 2.71612 -1.20367 -0.19212  0.084
H 2.78788 0.07959 1.02701  0.090
H -0.61297 -0.19005 -1.28038  0.199
H -2.49829 -1.61173 -0.13323  0.087
H -3.06832 -0.34912 0.76368  0.091
H -1.36905 2.13167 0.40962  0.122

Output
* Kohn-Sham gap: 9.1 eV
* LUMO: 0.8 eV

Below is a cluster of 10 separate species, C37H90N13O11 in total, with properties calculated with wB97M-V/def2-TZVPD.

Last column: Löwdin charge in e.
Geometry (Å):
C 1.22279 -0.37142 -3.71248  -0.087
C -0.08861 0.45733 -3.77147  -0.572
C 0.07768 1.39323 -5.03359  -0.073
O -1.27311 -0.26747 -3.89872  -0.275
H 1.83019 -0.05423 -2.85609  0.025
H 1.87844 0.07304 -4.47088  0.038
H 1.21297 -1.43911 -3.92106  0.076
H -0.12576 1.09509 -2.87362  0.098
H 0.65201 2.33164 -4.98946  0.031
H -0.86882 1.90230 -5.24988  0.045
H 0.34892 0.88600 -5.96154  0.068
C 4.05464 0.54031 -0.46466  -0.045
C 4.24592 1.87708 -1.24522  -0.450
C 2.89532 2.55663 -1.15723  -0.144
C 2.89059 4.03097 -1.56087  -0.175
C 4.04446 4.69150 -0.86491  -0.165
C 5.41443 4.11816 -1.12281  -0.540
N 5.33439 2.70137 -0.68228  -0.096
O 6.57350 2.08278 -0.71944  -0.010
C 5.80539 4.30501 -2.56365  -0.021
C 6.38563 4.88103 -0.22528  -0.039
C 4.47900 1.33739 -2.70168  -0.040
H 3.21578 -0.07297 -0.78781  0.047
H 4.03988 0.52704 0.62581  0.087
H 4.85714 -0.14906 -0.74756  0.075
H 2.06141 2.06312 -1.65943  0.117
H 2.55598 2.52553 -0.11652  0.123
H 1.91965 4.41025 -1.23708  0.120
H 2.85594 4.04302 -2.65268  0.082
H 3.90686 4.49156 0.20548  0.123
H 3.94491 5.77890 -0.81255  0.123
H 5.59397 5.35877 -2.77071  0.090
H 6.89077 4.25751 -2.67328  0.082
H 5.26421 3.70293 -3.28674  0.065
H 7.39268 4.62554 -0.56581  0.079
H 6.40178 5.94261 -0.48414  0.088
H 6.11682 4.79939 0.82628  0.095
H 4.18640 1.96298 -3.55086  0.068
H 3.87558 0.48548 -3.02151  0.054
H 5.53290 1.06963 -2.79313  0.081
H 7.14545 2.54860 -0.10329  0.089
C -0.77749 5.33458 -5.90659  -0.019
C 0.11216 6.60263 -5.89504  -0.499
C 0.99630 6.68810 -4.64741  -0.129
C 2.15928 5.66063 -4.73998  -0.179
C 2.97966 6.00828 -5.96281  -0.103
C 2.13330 5.82355 -7.26868  -0.495
N 0.91682 6.67063 -7.13138  -0.145
O 0.11387 6.72216 -8.27447  -0.012
C 2.89364 6.49723 -8.42368  -0.037
C 1.82609 4.41275 -7.59212  -0.036
C -0.84022 7.83679 -5.94719  -0.025
H -0.38770 4.57569 -5.22673  0.070
H -0.90323 5.02232 -6.94210  0.081
H -1.79576 5.46682 -5.53645  0.061
H 1.34980 7.72200 -4.60474  0.116
H 0.26315 6.60733 -3.84233  0.122
H 1.75220 4.66896 -4.53730  0.097
H 2.65486 5.82403 -3.77743  0.091
H 3.74643 5.23044 -5.92290  0.118
H 3.38287 7.01846 -5.93234  0.124
H 3.94903 6.22171 -8.35155  0.078
H 2.63736 6.00115 -9.36338  0.076
H 2.68858 7.55980 -8.52704  0.082
H 1.21270 3.95493 -6.81223  0.068
H 1.16732 4.20673 -8.44195  0.090
H 2.64500 3.72996 -7.83351  0.063
H -0.82557 8.25503 -4.94040  0.075
H -1.77294 7.56521 -6.43238  0.079
H -0.31218 8.59575 -6.52942  0.074
H 0.20013 7.64749 -8.52160  0.099
C 2.65902 0.09887 -10.61878  -0.039
C 4.02714 0.40405 -10.04325  -0.491
C 4.10870 1.88916 -9.70021  -0.135
C 5.29760 2.23444 -8.77415  -0.166
C 5.06894 1.44797 -7.51885  -0.164
C 5.09713 -0.07538 -7.67374  -0.453
N 4.17795 -0.41384 -8.79264  -0.096
O 4.04479 -1.81738 -8.93175  -0.031
C 6.54598 -0.62840 -7.81264  -0.036
C 4.57480 -0.71794 -6.33670  -0.031
C 5.16291 0.01606 -10.99627  -0.033
H 2.51168 -0.88706 -11.06497  0.084
H 2.27724 0.86078 -11.29675  0.096
H 2.02880 0.00806 -9.73390  0.061
H 4.31854 2.35871 -10.66617  0.123
H 3.19544 2.35045 -9.32511  0.103
H 5.10078 3.30005 -8.65441  0.108
H 6.25609 1.92945 -9.19415  0.105
H 4.07418 1.74364 -7.16120  0.113
H 5.57688 1.93033 -6.67821  0.125
H 7.16032 -0.44298 -6.92881  0.081
H 6.49778 -1.71189 -7.65974  0.073
H 7.11320 -0.43061 -8.72152  0.070
H 4.46680 -1.79256 -6.48667  0.072
H 5.20223 -0.59480 -5.45186  0.079
H 3.61703 -0.32015 -5.99615  0.069
H 4.95000 0.29541 -12.03498  0.086
H 5.31449 -1.05787 -11.11978  0.078
H 6.10070 0.56478 -10.89735  0.075
H 4.78842 -1.99572 -9.52611  0.086
C -4.96609 1.77721 -5.31859  -0.214
C -4.76241 3.04863 -4.40382  -0.240
O -3.87819 3.91898 -5.07442  -0.085
O -3.77888 0.98900 -5.25702  -0.066
H -5.34821 2.08256 -6.29450  0.106
H -5.76522 1.15978 -4.89852  0.105
H -4.39626 2.78575 -3.40768  0.115
H -5.73024 3.52858 -4.22339  0.105
H -3.94029 4.81252 -4.73028  0.071
H -3.20064 1.38482 -4.59639  0.054
C -4.13474 -0.49587 -1.93335  -0.711
O -4.41145 -1.01307 -2.99969  0.044
N -5.11028 -0.16791 -1.03074  0.115
N -2.88864 -0.17404 -1.55809  0.160
H -4.76765 -0.13442 -0.08304  0.071
H -6.09235 -0.32917 -1.14933  0.082
H -2.64825 0.12186 -0.62921  0.085
H -2.16607 -0.19306 -2.28546  0.048
C -1.28061 -3.48669 -2.42914  -0.676
O -2.06913 -3.54654 -3.36293  0.043
N -1.23695 -4.43750 -1.43955  0.121
N -0.51258 -2.43999 -2.06514  0.165
H -1.92559 -5.16328 -1.37228  0.086
H -0.40676 -4.41604 -0.87482  0.059
H -0.58497 -1.53601 -2.55276  0.061
H 0.17478 -2.62558 -1.35314  0.039
C 0.43772 -2.32241 -7.76788  -0.706
O -0.58498 -2.49915 -7.12543  0.067
N 0.46743 -1.90779 -9.04063  0.145
N 1.67984 -2.51522 -7.28705  0.163
H 1.25901 -1.78551 -9.63945  0.056
H -0.45702 -1.74561 -9.41417  0.094
H 2.47891 -2.02720 -7.67638  0.046
H 1.77181 -2.89006 -6.35808  0.100
C 2.24116 -2.96754 -0.40694  -0.708
O 1.44561 -2.44743 0.37204  0.018
N 2.60455 -4.26873 -0.43895  0.150
N 2.65032 -2.35358 -1.53159  0.164
H 3.33828 -4.57516 -1.05279  0.092
H 2.48186 -4.83729 0.38376  0.106
H 3.40070 -2.86914 -1.95334  0.102
H 2.17016 -1.55690 -1.91721  0.053
C -1.66986 0.78422 -8.67766  -0.692
O -1.96962 -0.27855 -8.13268  0.060
N -0.72651 0.95791 -9.60677  0.145
N -2.09472 1.93811 -8.11435  0.159
H -0.13820 1.73104 -9.33538  0.088
H -0.28844 0.06127 -9.75557  0.051
H -2.50932 1.96466 -7.19356  0.082
H -2.17168 2.81413 -8.60563  0.088

Output
* charge: -1
* Kohn-Sham gap: 5.4 eV
* LUMO: 1.9 eV